Entry 1:
{
  "formula": "C29H35BrN2O2Sn",
  "method": "the ωB97M-V functional and the def2-TZVPD basis",
  "species": ["Sn", "C", "C", "C", "C", "C", "C", "C", "Br", "C", "O", "C", "C", "C", "C", "C", "C", "H", "H", "H", "H", "H", "H", "H", "H", "H", "H", "H", "H", "H", "H", "H", "H", "H", "H", "H", "H", "O", "C", "C", "C", "C", "C", "C", "N", "H", "H", "H", "H", "H", "H", "H", "H", "H", "H", "H", "N", "C", "C", "C", "C", "C", "C", "C", "C", "C", "H", "H", "H", "H"],
  "xyz": [[-0.21298, -0.17643, -0.40484], [1.20524, 4.24923, 5.80882], [-0.03577, 4.66586, 5.00372], [-1.30665, 4.28800, 5.77826], [-0.00905, 6.18743, 4.84382], [-0.02123, 3.94670, 3.65744], [-0.03961, 2.55975, 3.61650], [-0.00474, 1.92205, 2.39863], [-0.07098, -0.00534, 2.42817], [0.06170, 2.55666, 1.14438], [0.17451, 1.87786, 0.02213], [0.04420, 3.97341, 1.19089], [0.01015, 4.60344, 2.43456], [0.05732, 4.90581, -0.03790], [-1.18316, 5.81541, 0.02108], [0.02303, 4.21268, -1.40498], [1.32792, 5.76944, 0.00915], [1.22158, 4.76054, 6.77431], [2.11294, 4.51293, 5.26272], [1.22062, 3.17489, 5.99538], [-1.32856, 4.80425, 6.74088], [-1.35872, 3.21558, 5.96952], [-2.19444, 4.57481, 5.21208], [-0.00640, 6.65272, 5.83078], [-0.88804, 6.54672, 4.30528], [0.88795, 6.51535, 4.31493], [-0.08132, 1.96541, 4.52001], [0.00090, 5.68399, 2.43785], [-2.09122, 5.20998, 0.01925], [-1.20091, 6.47272, -0.85110], [-1.19804, 6.44314, 0.91218], [-0.85584, 3.57866, -1.50323], [0.90629, 3.59949, -1.57023], [-0.01684, 4.97835, -2.18420], [1.36539, 6.39147, 0.90453], [1.36246, 6.42831, -0.86168], [2.21838, 5.13727, 0.00132], [2.46251, -0.29958, 0.27371], [3.31721, 0.46558, -0.13709], [3.89835, 1.56983, 0.69712], [5.34901, 1.10102, 1.02046], [5.57468, -0.43088, 0.99371], [5.86594, -1.03523, -0.39665], [4.66594, -1.06088, -1.35997], [3.97908, 0.23574, -1.32844], [3.29880, 1.69618, 1.59628], [3.91240, 2.51701, 0.15451], [5.61496, 1.47365, 2.00965], [6.04481, 1.55886, 0.31299], [4.72661, -0.94404, 1.45385], [6.44002, -0.64745, 1.62253], [6.23326, -2.05635, -0.26855], [6.67539, -0.45786, -0.85619], [3.94793, -1.82325, -1.06568], [4.99702, -1.26906, -2.37664], [4.59935, 0.99032, -1.58867], [-10.38110, -0.41252, 0.56828], [-9.23561, -0.34777, 0.49032], [-7.81182, -0.27192, 0.38706], [-7.01004, -1.16211, 1.10256], [-5.63610, -1.10120, 0.98527], [-5.03682, -0.15147, 0.15199], [-5.84714, 0.74756, -0.54962], [-7.22111, 0.68900, -0.43438], [-3.61778, -0.09774, 0.01204], [-2.41100, -0.05264, -0.12492], [-7.47616, -1.89319, 1.74919], [-5.01100, -1.78772, 1.53924], [-5.38269, 1.49062, -1.18290], [-7.84905, 1.38580, -0.97297]],
  "atomic_forces_ev_per_a": [[-0.310, 0.653, -0.146], [-0.068, 0.048, -0.024], [0.022, 0.025, 0.053], [0.057, 0.030, -0.024], [-0.001, -0.096, -0.006], [0.013, 0.067, -0.014], [-0.005, -0.128, -0.011], [-0.057, -0.201, -0.108], [0.055, 0.155, 0.185], [0.009, 0.199, 0.250], [-0.156, -0.799, -0.337], [-0.022, -0.082, -0.144], [-0.018, -0.042, 0.066], [-0.008, 0.023, -0.047], [0.053, -0.024, 0.026], [0.006, -0.067, 0.085], [-0.047, -0.003, 0.021], [0.000, -0.013, -0.004], [0.022, -0.015, 0.026], [0.007, -0.009, 0.003], [-0.009, -0.015, 0.001], [-0.005, -0.005, 0.000], [-0.018, -0.013, 0.018], [-0.003, 0.018, -0.006], [0.018, 0.029, -0.007], [-0.016, 0.034, -0.003], [-0.011, 0.037, 0.015], [0.027, -0.016, 0.003], [-0.019, 0.027, -0.021], [-0.013, -0.003, 0.005], [-0.008, 0.001, -0.004], [0.003, -0.037, -0.040], [-0.007, -0.038, -0.018], [0.010, 0.022, 0.043], [0.014, -0.001, -0.007], [0.017, 0.000, 0.006], [0.011, 0.011, -0.025], [0.403, 0.026, 0.016], [-0.238, 0.085, 0.119], [0.114, -0.024, 0.012], [-0.093, -0.076, 0.029], [0.075, 0.047, -0.094], [-0.199, 0.031, -0.006], [0.234, 0.001, 0.170], [-0.108, -0.088, -0.229], [-0.039, -0.030, -0.016], [-0.012, 0.015, 0.007], [0.004, 0.047, -0.020], [0.030, 0.032, 0.035], [-0.006, -0.007, 0.034], [-0.003, 0.016, 0.006], [0.043, 0.012, -0.044], [0.034, -0.027, 0.003], [-0.040, 0.020, -0.038], [-0.064, -0.046, -0.009], [0.065, 0.023, 0.127], [0.064, 0.007, 0.002], [-0.329, -0.009, 0.037], [0.386, 0.016, -0.028], [-0.124, 0.038, -0.010], [0.042, 0.041, -0.022], [-0.204, 0.019, 0.000], [0.048, -0.036, 0.041], [-0.108, -0.022, 0.040], [0.256, -0.028, -0.068], [0.186, 0.189, 0.158], [0.018, -0.020, -0.014], [0.006, -0.005, -0.013], [-0.001, -0.007, -0.009], [0.013, -0.011, -0.023]],
  "total_charge": 0,
  "orbital_gap_ev": 7.87,
  "e_above_lowest_ev": 0.425,
  "fmax_ev_per_a": 0.881,
  "total_energy_ev": -113589.0995
}

---

Entry 2:
{
  "formula": "C28H38F2NSi",
  "method": "the ωB97M-V functional and the def2-TZVPD basis",
  "species": ["C", "C", "C", "F", "C", "C", "C", "C", "C", "C", "F", "C", "C", "C", "C", "C", "C", "H", "H", "H", "H", "H", "H", "H", "H", "H", "H", "H", "H", "H", "C", "C", "C", "Si", "C", "C", "C", "C", "C", "C", "N", "C", "C", "C", "C", "H", "H", "H", "H", "H", "H", "H", "H", "H", "H", "H", "H", "H", "H", "H", "H", "H", "H", "H", "H", "H", "H", "H", "H", "H"],
  "xyz": [[3.87474, 5.52249, 0.85807], [2.61063, 4.75042, 0.79853], [1.40316, 5.36572, 1.12063], [1.44200, 6.69051, 1.48013], [0.18947, 4.71496, 1.09685], [0.12521, 3.33672, 0.70982], [-1.10413, 2.61337, 0.61299], [-2.37123, 3.25417, 0.47243], [-2.50139, 4.57359, -0.06924], [-3.69200, 5.25067, 0.07651], [-3.76109, 6.57139, -0.29621], [-4.84098, 4.67588, 0.61774], [-6.05024, 5.50698, 0.84172], [-4.77027, 3.31453, 0.95405], [-3.57737, 2.61394, 0.88389], [1.36565, 2.69842, 0.42752], [2.55928, 3.39674, 0.43195], [4.72095, 4.84128, 0.74175], [3.93733, 6.27759, 0.06416], [3.98018, 6.04500, 1.81601], [-0.71046, 5.25758, 1.37497], [-1.10047, 1.58084, 0.96912], [-1.64786, 5.07248, -0.52357], [-6.90613, 4.86405, 1.05996], [-5.91782, 6.18205, 1.69795], [-6.29042, 6.12956, -0.02667], [-5.67998, 2.81935, 1.29900], [-3.52822, 1.56842, 1.19586], [1.34868, 1.63800, 0.17291], [3.48818, 2.89705, 0.15134], [0.10783, -6.23502, -0.83843], [0.00471, -5.03228, 0.11516], [-1.45741, -4.83110, 0.51054], [0.93635, -3.46808, -0.46745], [2.41306, -3.15323, 0.69693], [2.70565, -4.30015, 1.67979], [2.33923, -1.81989, 1.44949], [1.56942, -3.76605, -2.24390], [3.09638, -3.74075, -2.41044], [0.89968, -2.87997, -3.29821], [-0.06588, -1.91008, -0.50992], [0.42428, -0.68439, -0.97964], [-0.58365, 0.27932, -0.95124], [-1.76391, -0.38685, -0.52023], [-1.41573, -1.69580, -0.21091], [-0.31815, -7.12529, -0.35353], [-0.46435, -6.05738, -1.75908], [1.14345, -6.47367, -1.10666], [0.55265, -5.29370, 1.03413], [-1.86392, -5.77207, 0.90933], [-1.56803, -4.06993, 1.29021], [-2.06435, -4.55238, -0.36097], [3.26616, -3.09634, 0.00206], [3.65110, -4.09747, 2.20435], [1.91954, -4.38262, 2.44298], [2.81034, -5.27064, 1.17820], [3.16691, -1.77157, 2.17125], [2.43987, -0.96153, 0.77534], [1.40314, -1.72025, 2.01411], [1.24242, -4.79984, -2.43810], [3.35457, -4.08271, -3.42387], [3.50005, -2.72564, -2.29268], [3.60776, -4.40565, -1.70309], [1.23840, -3.19670, -4.29479], [-0.19263, -2.96759, -3.28046], [1.17467, -1.82588, -3.17383], [1.45407, -0.60443, -1.30999], [-0.47442, 1.28538, -1.32615], [-2.74613, 0.05117, -0.41610], [-2.03853, -2.48270, 0.18569]],
  "atomic_forces_ev_per_a": [[0.666, -0.018, 0.035], [-0.315, -0.166, -0.159], [-0.372, 0.689, 0.280], [-0.139, -1.285, -0.270], [-0.169, -0.105, -0.386], [0.868, 0.536, -0.165], [-0.629, 0.998, 1.689], [-0.354, 0.139, -0.798], [0.113, 0.127, 0.399], [0.495, 0.832, -0.375], [0.146, -1.347, 0.229], [0.315, -0.150, 0.100], [-0.648, -0.066, -0.033], [0.068, -0.159, 0.057], [0.292, -0.155, 0.152], [-0.276, -0.295, 0.093], [-0.078, 0.047, 0.086], [-0.042, 0.159, 0.009], [-0.151, -0.121, 0.159], [-0.097, -0.064, -0.203], [0.321, -0.108, 0.134], [0.012, 0.151, -0.574], [-0.318, -0.088, 0.002], [0.065, 0.127, -0.021], [0.133, -0.127, -0.191], [0.134, -0.102, 0.146], [0.333, 0.120, -0.041], [-0.067, 0.329, -0.026], [0.037, 0.290, -0.003], [-0.293, 0.099, 0.156], [0.008, 0.006, 0.058], [-0.075, 0.214, 0.242], [-0.202, -0.224, 0.123], [0.250, 0.097, -0.263], [0.044, 0.117, -0.224], [0.113, 0.092, 0.023], [0.225, 0.005, 0.224], [-0.173, -0.069, 0.128], [-0.040, -0.090, -0.163], [0.106, -0.138, -0.299], [-0.471, 0.669, -0.065], [-0.663, -0.267, 0.493], [0.745, -1.434, -0.624], [0.389, -0.648, 0.529], [0.382, 0.637, -0.505], [0.084, 0.215, -0.094], [0.165, -0.064, 0.140], [-0.183, 0.022, -0.002], [-0.205, -0.007, -0.233], [0.036, 0.226, -0.092], [-0.055, -0.156, -0.100], [0.040, -0.049, 0.215], [-0.123, 0.034, 0.290], [-0.223, -0.076, -0.104], [0.163, -0.032, -0.152], [-0.061, 0.159, 0.114], [-0.160, 0.080, -0.105], [-0.116, -0.135, 0.181], [0.135, 0.051, -0.117], [0.138, 0.309, -0.063], [-0.008, 0.122, 0.234], [-0.035, -0.191, 0.024], [-0.063, 0.159, -0.125], [-0.106, 0.129, 0.137], [0.149, 0.137, 0.045], [-0.139, -0.215, -0.100], [-0.209, 0.042, 0.084], [-0.074, -0.079, -0.147], [0.022, -0.142, -0.017], [0.144, 0.211, -0.174]],
  "total_charge": 1,
  "orbital_gap_ev": 5.17,
  "fmax_ev_per_a": 2.060,
  "total_energy_ev": -44448.9845
}

---

Entry 3:
{
  "formula": "C8H11FN2O",
  "method": "the ωB97M-V functional and the def2-TZVPD basis",
  "species": ["C", "C", "N", "C", "O", "C", "C", "C", "C", "F", "N", "C", "H", "H", "H", "H", "H", "H", "H", "H", "H", "H", "H"],
  "xyz": [[2.27624, -0.89650, 1.10549], [1.77187, 0.25590, 0.27777], [2.82373, 1.21143, -0.08652], [1.18729, -0.32677, -1.00602], [0.05115, -1.17280, -0.82261], [-1.11021, -0.61660, -0.46004], [-1.39173, 0.74465, -0.41125], [-2.68546, 1.16396, -0.16427], [-3.64590, 0.20799, 0.12101], [-4.92684, 0.52816, 0.35123], [-3.36368, -1.06548, 0.19867], [-2.14778, -1.51854, -0.14839], [2.87270, -0.52209, 1.95857], [3.01182, -1.45472, 0.48907], [1.43518, -1.44805, 1.47893], [0.93420, 0.72211, 0.84536], [2.42932, 2.00161, -0.61992], [3.23910, 1.61532, 0.76805], [0.87823, 0.44334, -1.70337], [1.92772, -0.97627, -1.49560], [-0.62588, 1.44547, -0.44229], [-2.96086, 2.22596, -0.15363], [-1.98022, -2.56808, -0.08025]],
  "atomic_forces_ev_per_a": [[1.838, 0.761, 0.124], [-0.920, 0.225, 0.010], [-0.128, 0.472, 0.345], [-0.090, -0.244, -0.542], [0.999, -0.273, 0.382], [-1.205, -0.563, 0.072], [-1.010, -1.116, 0.364], [-0.791, 0.799, 0.237], [0.780, -0.640, -0.192], [0.174, 0.315, 0.063], [0.097, -0.761, -0.522], [-0.487, 2.084, 0.540], [-0.425, -0.121, -0.138], [-0.696, -0.187, 0.410], [-0.129, -0.686, 0.030], [0.421, -0.043, -0.222], [0.268, -0.578, 0.383], [-0.290, -0.338, -0.664], [0.198, 0.431, -0.275], [-0.154, 0.348, 0.153], [1.138, 1.203, -0.488], [0.240, -0.484, 0.023], [0.171, -0.605, -0.093]],
  "total_charge": 0,
  "orbital_gap_ev": 9.42,
  "e_above_lowest_ev": 0.158,
  "fmax_ev_per_a": 2.207,
  "total_energy_ev": -16219.0513,
  "smiles": "C[C@@H](N)COc1ccc(F)nc1"
}

---

Number 2 is which compound?
C28H38F2NSi